The following is a quantum chemistry calculation of a molecular structure, C8H12As2F14MnO6, from the Open Molecules 2025 dataset.

The geometry in XYZ format:
```
43
Properties=species:S:1:pos:R:3:forces:R:3
Mn -0.813 0.892 2.161 -1.190 0.994 3.240
As -0.525 -2.793 1.464 2.277 0.046 1.709
F -0.208 -4.626 1.592 -0.288 2.330 -0.344
F -0.443 -2.839 -0.318 -0.108 -0.305 1.380
F -0.912 -1.054 1.421 0.635 -0.939 -1.126
F -0.484 -2.572 3.221 0.267 -1.234 -1.829
F 1.305 -2.418 1.428 -2.115 -0.565 -0.136
F -2.210 -3.012 1.483 -0.336 -0.794 -0.369
As -4.087 0.141 3.734 1.822 -0.072 2.496
F -2.977 0.471 2.439 -0.818 -0.379 -0.516
F -5.243 1.401 3.122 0.872 -1.464 0.393
F -5.149 -0.136 5.151 0.085 0.086 -1.136
F -2.985 -1.142 4.431 -1.928 1.479 -0.973
F -3.211 1.419 4.694 -1.653 -1.619 -0.924
F -4.846 -1.157 2.736 0.141 1.426 0.897
F -0.701 -0.090 4.006 0.895 1.154 -1.334
F -1.623 2.696 2.910 1.189 -0.533 -1.148
C 4.682 0.646 -1.788 0.244 -0.546 -0.317
C 3.861 0.022 -0.697 1.411 -0.211 2.643
C 4.341 0.377 0.776 0.961 -1.268 -0.446
O 3.180 0.697 1.530 -0.909 1.491 -2.265
C 2.168 0.845 0.613 -1.455 -1.299 1.101
O 1.012 0.999 0.980 2.748 0.381 -1.697
O 2.594 0.602 -0.683 -2.424 0.757 1.643
H 4.137 0.774 -2.723 -0.541 0.315 0.130
H 5.475 0.001 -2.167 0.407 -0.023 0.509
H 5.053 1.603 -1.424 0.133 0.097 -0.401
H 3.861 -1.058 -0.548 -0.734 -0.248 -1.491
H 5.152 1.092 0.639 -0.380 0.723 0.926
H 4.663 -0.491 1.350 0.774 -0.124 -0.571
C -0.808 1.604 -4.561 -1.198 0.826 1.253
C -1.609 0.761 -3.548 2.338 -2.071 0.479
C -0.840 -0.511 -3.008 -2.306 0.191 -2.567
O -1.129 -0.503 -1.634 1.581 -1.399 0.217
C -1.498 0.692 -1.226 -0.254 0.492 0.110
O -1.636 1.063 -0.100 -0.041 0.101 -0.876
O -1.750 1.441 -2.322 -0.885 2.244 -0.128
H 0.171 1.857 -4.154 0.097 -0.332 -0.093
H -1.381 2.528 -4.499 0.162 0.487 -0.554
H -0.752 1.306 -5.608 -0.111 -0.457 0.299
H -2.546 0.335 -3.907 -0.414 0.929 -0.122
H 0.144 -0.577 -3.472 0.654 0.131 1.431
H -1.432 -1.286 -3.494 0.399 -0.796 0.508
```
Positions in Å, forces in eV/Å.

- 2S+1: 7
- Net charge: -3
- DFT total energy: -211822.5184 eV
- Highest occupied orbital energy (alpha / beta): 0.1375 / -0.0264 hartree
- Maximum force: 3.59 eV/Å
- Expectation value of S²: 12.003

The following is a quantum chemistry calculation of C4H4N2S in the gas phase, from the Open Molecules 2025 dataset.

The geometry in XYZ format:
```
11
Properties=species:S:1:pos:R:3:forces:R:3
C 0.456 1.796 1.501 -0.714 1.245 2.104
C 0.425 0.727 0.673 2.462 -1.297 -1.039
C -1.552 0.178 -0.701 2.123 -0.936 -3.917
C 0.974 -1.293 -0.442 -2.297 -2.102 -0.967
N 0.223 2.660 2.261 0.360 -0.652 -1.062
N 1.112 -0.290 0.444 -0.381 3.658 1.891
S -1.010 -1.370 -1.035 1.598 -1.598 0.834
H -2.232 0.240 0.024 -2.921 0.873 2.386
H -1.278 0.890 -1.480 -0.114 0.600 0.979
H 1.554 -1.365 -1.312 0.743 1.152 -1.479
H 1.329 -2.174 0.069 -0.859 -0.942 0.269
```
Positions in Å, forces in eV/Å.

- 2S+1: 3
- Net charge: 0
- DFT total energy: -18021.6643 eV
- Highest occupied orbital energy (alpha / beta): -0.2594 / -0.3463 hartree
- Maximum force: 4.55 eV/Å
- Expectation value of S²: 2.026

The following is a quantum chemistry calculation of a molecular structure, C63H46CaNO3P3SiTe, from the Open Molecules 2025 dataset.

The geometry in XYZ format:
```
119
Properties=species:S:1:pos:R:3:forces:R:3
Ca 0.882 -0.035 -1.576 -0.913 -0.003 0.251
C 5.030 -3.687 -2.320 -0.011 -0.038 0.097
C 3.661 -3.481 -2.235 -0.027 0.004 -0.013
C 3.138 -2.733 -1.191 -0.093 -0.039 -0.045
C 3.964 -2.171 -0.217 -0.035 0.078 0.066
C 5.325 -2.454 -0.268 0.128 0.085 -0.093
C 5.855 -3.189 -1.322 -0.008 0.009 0.047
P 3.148 -1.133 1.082 1.382 -1.382 1.508
C 4.548 -0.445 2.078 -0.286 0.097 0.042
C 4.319 -0.330 3.456 0.027 -0.079 0.021
C 5.199 0.353 4.280 0.003 0.017 -0.064
C 6.314 0.983 3.738 -0.036 0.002 0.015
C 6.525 0.929 2.370 -0.013 -0.025 -0.035
C 5.651 0.226 1.548 0.098 -0.081 -0.057
C 2.689 -2.638 2.104 -0.642 0.051 -0.667
C 3.588 -3.510 2.702 0.077 0.149 0.127
C 3.175 -4.787 3.056 -0.027 0.018 0.048
C 1.875 -5.192 2.779 0.019 -0.003 -0.004
C 0.970 -4.309 2.203 0.004 0.111 0.005
C 1.346 -3.005 1.870 0.241 0.240 0.141
Si 0.330 -1.520 1.128 -1.195 -0.317 0.537
C -1.536 -2.157 1.235 -0.079 0.120 -0.391
C -1.995 -2.908 2.329 0.149 0.081 -0.063
C -3.272 -3.437 2.378 -0.055 -0.042 -0.043
C -4.150 -3.233 1.317 0.030 -0.046 0.063
C -3.753 -2.449 0.250 -0.007 0.054 0.019
C -2.474 -1.886 0.217 0.293 0.145 0.187
P -1.942 -0.858 -1.223 -0.411 -0.886 -0.587
C -3.320 0.266 -1.634 0.207 0.266 -0.003
C -4.410 0.571 -0.826 -0.063 -0.097 0.020
C -5.349 1.506 -1.244 -0.016 -0.032 -0.035
C -5.186 2.171 -2.453 0.042 -0.058 0.016
C -4.079 1.902 -3.249 -0.098 -0.066 -0.009
C -3.155 0.950 -2.845 0.093 -0.012 0.034
C -2.223 -2.194 -2.490 0.127 0.034 0.126
C -3.261 -2.245 -3.410 -0.089 -0.016 -0.010
C -3.378 -3.319 -4.287 0.024 0.005 0.017
C -2.460 -4.356 -4.254 -0.012 -0.003 0.029
C -1.416 -4.314 -3.339 -0.019 -0.008 0.047
C -1.302 -3.243 -2.471 -0.006 -0.007 0.011
C 0.094 -0.497 2.796 0.027 -0.045 -0.035
C 0.459 -0.996 4.054 0.082 0.070 -0.099
C 0.123 -0.338 5.229 -0.024 0.021 -0.013
C -0.556 0.872 5.173 0.038 -0.012 0.007
C -0.889 1.410 3.939 -0.028 -0.022 -0.039
C -0.609 0.725 2.758 0.000 -0.280 -0.116
P -0.867 1.392 1.034 0.532 0.565 0.708
C -2.398 2.409 1.161 -0.046 -0.175 -0.048
C -2.647 3.356 0.164 0.104 0.069 -0.102
C -3.783 4.150 0.210 0.005 0.006 0.085
C -4.700 4.007 1.245 0.071 -0.013 -0.004
C -4.495 3.022 2.202 -0.013 -0.020 -0.060
C -3.365 2.216 2.147 -0.026 -0.007 0.027
C 0.437 2.700 1.372 -0.179 -0.051 -0.141
C 1.724 2.248 1.651 0.050 -0.046 -0.018
C 2.746 3.115 2.000 -0.031 -0.013 0.028
C 2.491 4.476 2.104 -0.032 0.002 -0.030
C 1.213 4.943 1.836 0.019 -0.059 0.030
C 0.197 4.066 1.471 -0.004 0.037 -0.013
H 5.447 -4.251 -3.145 -0.003 0.020 -0.019
H 2.994 -3.893 -2.984 -0.002 0.049 -0.006
H 2.062 -2.623 -1.111 0.013 0.070 -0.063
H 5.983 -2.105 0.518 0.007 0.063 -0.046
H 6.923 -3.367 -1.363 -0.003 -0.028 0.027
H 3.432 -0.785 3.883 0.021 -0.001 0.028
H 5.009 0.404 5.345 -0.026 0.013 -0.003
H 7.002 1.523 4.377 -0.010 0.010 -0.005
H 7.371 1.443 1.930 0.011 -0.021 -0.007
H 5.845 0.195 0.483 -0.004 0.023 0.004
H 4.610 -3.198 2.891 0.018 -0.028 -0.077
H 3.871 -5.473 3.524 0.014 0.005 -0.007
H 1.566 -6.203 3.019 -0.010 0.000 -0.001
H -0.042 -4.644 2.009 -0.004 0.012 0.002
H -1.324 -3.076 3.166 -0.015 -0.008 -0.004
H -3.583 -4.027 3.233 0.003 0.009 0.006
H -5.134 -3.687 1.324 -0.019 0.039 0.014
H -4.433 -2.287 -0.579 0.012 0.040 0.003
H -4.531 0.082 0.133 -0.001 0.010 -0.006
H -6.204 1.723 -0.614 0.031 0.027 0.030
H -5.915 2.908 -2.768 0.012 0.017 0.010
H -3.920 2.435 -4.179 0.048 0.024 0.025
H -2.294 0.741 -3.476 -0.013 0.067 0.007
H -3.996 -1.451 -3.442 0.034 0.034 -0.030
H -4.192 -3.339 -5.003 -0.007 0.013 0.005
H -2.554 -5.192 -4.936 0.022 0.026 -0.024
H -0.678 -5.107 -3.313 -0.006 0.003 -0.006
H -0.485 -3.218 -1.755 0.009 -0.001 -0.030
H 1.016 -1.926 4.118 -0.050 -0.022 0.025
H 0.390 -0.768 6.189 0.028 0.003 -0.003
H -0.813 1.401 6.083 0.032 0.018 0.002
H -1.358 2.386 3.898 -0.039 -0.005 -0.025
H -1.924 3.457 -0.641 -0.019 -0.064 -0.007
H -3.950 4.882 -0.571 0.004 -0.007 -0.013
H -5.568 4.653 1.302 -0.028 -0.041 -0.033
H -5.216 2.879 2.999 -0.010 -0.019 -0.013
H -3.238 1.434 2.884 0.024 0.012 0.034
H 1.927 1.182 1.631 0.000 -0.006 -0.051
H 3.737 2.719 2.197 -0.011 0.005 0.021
H 3.278 5.162 2.395 0.006 0.004 -0.029
H 0.994 6.002 1.916 0.003 0.003 -0.020
H -0.788 4.465 1.274 0.000 -0.010 -0.024
O 3.828 1.393 -0.634 0.490 -0.058 0.261
C 3.162 0.483 -0.711 0.116 1.216 -0.971
O -0.174 2.276 -1.369 0.232 -0.250 -0.072
C -0.267 2.213 -2.694 0.055 0.159 -0.094
N 0.269 1.114 -3.312 -0.024 -0.047 -0.435
C 0.113 1.176 -4.649 -0.098 -0.120 -0.055
O 0.569 0.174 -5.453 0.040 -0.005 0.239
C -0.558 2.349 -4.969 -0.035 -0.037 -0.217
C -1.027 2.937 -6.174 -0.064 0.113 0.163
C -1.696 4.129 -6.126 0.007 -0.010 0.076
C -1.907 4.818 -4.872 -0.046 -0.039 -0.046
C -1.462 4.289 -3.691 -0.014 -0.078 -0.146
C -0.796 3.039 -3.687 -0.066 0.163 0.056
H -0.856 2.437 -7.123 -0.026 -0.014 -0.001
H -2.076 4.571 -7.041 0.025 0.034 0.003
H -2.427 5.772 -4.874 0.017 0.006 -0.022
H -1.618 4.830 -2.761 -0.011 -0.034 0.014
Te 1.560 -1.370 -4.507 -0.022 0.291 0.030
```
Positions in Å, forces in eV/Å.

- Net charge: -2
- DFT total energy: -135188.3851 eV
- Highest occupied orbital energy: 0.0170 hartree
- Maximum force: 2.47 eV/Å

The following is a quantum chemistry calculation of C11H21N5 in the gas phase, from the Open Molecules 2025 dataset.

The geometry in XYZ format:
```
37
Properties=species:S:1:pos:R:3:forces:R:3
N -2.531 -2.327 -0.235 0.722 0.286 -0.348
C -1.755 -1.665 -0.784 -0.826 -0.339 0.190
N -0.023 1.251 -0.966 0.813 -1.767 0.076
C -0.049 -0.051 -0.765 1.776 4.513 0.810
N -0.946 -0.832 -1.466 -0.497 -1.477 -0.394
N 0.846 -0.608 0.172 -0.912 0.137 -1.346
N 1.328 -1.853 2.646 0.594 0.776 0.190
C 1.284 -2.557 3.936 -0.744 0.140 -0.267
C -0.514 1.700 -3.401 -0.432 -0.353 -0.035
C -2.298 2.030 -1.580 0.272 0.232 -0.009
C -0.286 3.510 -1.824 0.476 -0.052 -0.242
C 1.273 -2.017 0.170 -0.258 0.035 0.647
C 1.393 0.194 1.288 -0.551 -0.722 0.355
C 0.803 -2.605 1.507 0.305 -0.802 0.375
C 0.894 -0.439 2.623 -0.823 -1.133 -1.617
C -0.803 2.059 -1.946 0.351 0.280 0.895
H -1.413 -0.304 -2.201 0.159 -0.386 0.251
H 1.930 -3.452 3.883 -0.372 0.332 0.033
H 1.635 -1.928 4.774 0.029 -0.075 -0.615
H 0.240 -2.859 4.206 0.558 -0.039 -0.128
H 0.533 1.740 -3.661 0.452 0.088 0.306
H -1.020 2.389 -4.078 -0.205 -0.057 0.066
H -0.832 0.698 -3.634 -0.266 -0.485 -0.415
H -2.867 2.688 -2.226 -0.167 0.017 -0.315
H -2.714 1.032 -1.619 -0.277 -0.184 -0.140
H -2.466 2.392 -0.563 0.274 -0.051 0.022
H -0.489 3.930 -0.847 0.109 -0.010 0.279
H -0.770 4.161 -2.566 -0.008 -0.219 0.119
H 0.809 3.538 -2.033 -0.756 -0.059 0.315
H 2.376 -2.065 0.173 -0.297 0.199 -0.198
H 0.910 -2.621 -0.700 0.033 0.800 0.701
H 1.070 1.231 1.201 -0.077 -0.196 -0.190
H 2.500 0.168 1.303 -0.469 -0.102 -0.271
H -0.293 -2.647 1.511 -0.125 0.015 0.024
H 1.174 -3.642 1.600 -0.142 0.320 -0.043
H -0.231 -0.370 2.686 0.725 0.078 -0.127
H 1.302 0.132 3.416 0.556 0.263 1.046
```
Positions in Å, forces in eV/Å.

- Net charge: 0
- DFT total energy: -19196.7523 eV
- Highest occupied orbital energy: -0.3006 hartree
- Structure (SMILES): CN1CCN(/C(=N/C(C)(C)C)NC#N)CC1
- Maximum force: 4.92 eV/Å